Version A
A 7-piece molecular cluster, H14O7 overall. Source: the OMol25 dataset; level of theory: ωB97M-V with the def2-TZVPD basis set.

lowest unoccupied orbital energy: 0.63 eV
M: 126.105 g/mol

Structure (ORCA input):
```
! wB97M-V def2-TZVPD RIJCOSX def2/J DEFGRID3
* xyz 0 1
H -0.448 0.358 -1.787
H 0.151 0.202 -3.189
H -1.724 -2.202 0.919
H -1.355 -2.386 -0.672
H -2.517 -2.387 -2.755
H -1.379 -1.363 -2.625
H -0.481 -0.703 0.106
H 0.779 0.266 0.147
H 2.066 1.661 3.344
H 1.070 2.125 2.314
H -0.552 1.283 1.145
H -1.051 2.771 1.296
H 2.451 0.860 1.231
H 2.713 -0.620 0.814
O -0.731 0.298 -2.731
O -0.975 -2.256 0.277
O -1.614 -2.331 -2.433
O -0.196 0.239 -0.095
O 2.031 1.920 2.428
O -0.645 2.029 1.811
O 2.408 0.234 0.455
*
```

=====

Version B
A 7-piece molecular cluster, H14O7 overall. Source: the OMol25 dataset; level of theory: ωB97M-V with the def2-TZVPD basis set.

lowest unoccupied orbital energy: -0.17 eV
M: 126.105 g/mol

Structure (ORCA input):
```
! wB97M-V def2-TZVPD RIJCOSX def2/J DEFGRID3
* xyz 0 1
O -0.894 -3.189 0.214
H -1.181 -3.923 -0.330
H -0.297 -2.694 -0.347
O -2.036 -0.467 -0.948
H -1.209 -0.536 -0.471
H -2.136 -1.316 -1.379
O 0.705 0.182 0.355
H 1.095 -0.057 -0.486
H 0.141 0.929 0.154
O -1.400 2.676 -0.048
H -1.952 2.610 0.731
H -1.910 2.253 -0.740
O 0.888 -1.937 -1.724
H 0.279 -2.294 -2.370
H 1.679 -2.469 -1.821
O 2.158 3.980 0.691
H 2.236 4.264 -0.220
H 1.371 3.436 0.707
O 1.099 -0.720 2.815
H 0.423 -0.258 3.311
H 0.941 -0.470 1.905
*
```

=====

The data favor version A; the next most stable structure lies 0.0455 hartree above it.

=====

Version A
A 7-piece molecular cluster, H14O7 overall. Source: the OMol25 dataset; level of theory: ωB97M-V with the def2-TZVPD basis set.

lowest unoccupied orbital energy: -0.21 eV
M: 126.105 g/mol

Structure (ORCA input):
```
! wB97M-V def2-TZVPD RIJCOSX def2/J DEFGRID3
* xyz 0 1
O 38.278 1.745 53.146
H 38.954 1.833 52.374
H 37.500 1.158 53.161
H 37.841 2.615 53.325
O 37.543 4.348 52.868
H 36.775 4.816 52.471
O 39.617 4.351 54.688
H 38.876 4.640 54.169
H 40.241 4.980 54.326
O 35.724 2.892 51.373
H 35.532 3.533 50.631
H 36.385 3.372 51.806
O 35.379 0.192 50.965
H 35.445 -0.308 51.743
H 35.434 1.191 51.122
O 39.229 2.108 50.548
H 39.141 1.206 49.898
H 39.451 2.854 49.941
O 36.553 -0.455 53.312
H 36.174 -0.686 54.139
H 37.046 -1.237 52.956
*
```

=====

Version B
A 7-piece molecular cluster, H14O7 overall. Source: the OMol25 dataset; level of theory: ωB97M-V with the def2-TZVPD basis set.

lowest unoccupied orbital energy: -0.19 eV
M: 126.105 g/mol

Structure (ORCA input):
```
! wB97M-V def2-TZVPD RIJCOSX def2/J DEFGRID3
* xyz 0 1
O 2.998 -1.675 -0.603
H 3.240 -1.330 -1.467
H 2.298 -1.078 -0.288
O -2.396 -0.926 -0.983
H -2.640 -0.471 -1.801
H -2.312 -1.855 -1.230
O -0.031 2.148 1.412
H -0.805 1.768 1.843
H -0.299 3.046 1.176
O 0.869 -2.385 -2.851
H 0.024 -2.265 -2.412
H 1.133 -3.287 -2.638
O 2.891 2.473 2.176
H 2.769 3.079 2.914
H 2.108 2.598 1.622
O 0.476 -0.115 -0.199
H -0.487 -0.203 -0.244
H 0.625 0.823 -0.007
O -3.859 -0.177 1.301
H -3.438 -0.372 0.438
H -3.162 0.205 1.841
*
```

=====

Version C
A 7-piece molecular cluster, H14O7 overall. Source: the OMol25 dataset; level of theory: ωB97M-V with the def2-TZVPD basis set.

lowest unoccupied orbital energy: 0.20 eV
M: 126.105 g/mol

Structure (ORCA input):
```
! wB97M-V def2-TZVPD RIJCOSX def2/J DEFGRID3
* xyz 0 1
H -1.016 0.599 0.020
H 0.235 0.117 -0.695
H -1.302 -3.217 0.981
H -2.025 -1.881 0.949
H 3.730 -2.334 -2.399
H 3.706 -1.570 -1.085
H 0.994 -1.300 4.593
H 0.077 -0.159 4.183
H 3.064 2.517 -1.387
H 3.703 1.692 -2.493
H -2.614 -1.314 -2.218
H -2.234 -0.030 -1.499
H -3.060 3.865 1.255
H -3.796 3.687 -0.062
O -0.653 -0.163 -0.446
O -1.235 -2.326 0.621
O 4.310 -1.976 -1.718
O 0.146 -1.120 4.171
O 3.794 1.911 -1.558
O -2.914 -0.712 -1.528
O -2.910 3.712 0.315
*
```

=====

The data favor version B; the next most stable structure lies 0.0298 hartree above it.